[1]
C23H20FMnN4O11Si | wB97M-V/def2-TZVPD

Geometry as XYZ:
```
61
Properties=species:S:1:pos:R:3:mulliken_charge:R:1
Mn 0.13 0.66 1.09 0.17
O 3.97 1.74 0.21 -0.50
C 2.82 1.32 0.71 0.40
O 1.82 2.01 0.76 -0.65
C 2.85 -0.06 1.28 0.57
C 3.89 -0.95 1.10 -0.57
C 3.74 -2.22 1.63 -0.71
C 2.61 -2.52 2.36 -0.46
C 1.63 -1.54 2.54 0.67
N 1.74 -0.35 1.95 0.10
C 0.47 -1.75 3.49 0.35
O -0.16 -2.91 3.43 -0.60
O 0.27 -0.92 4.33 -0.62
H 3.80 2.57 -0.26 0.40
H 4.75 -0.66 0.52 0.51
H 4.50 -2.97 1.47 0.44
H 2.46 -3.50 2.80 0.49
H -0.25 -3.20 2.45 0.47
C -0.29 4.43 -0.12 -1.07
Si -1.20 2.95 -0.86 0.04
C -0.29 2.38 -2.39 -0.87
C -2.86 3.65 -1.42 -1.36
N -1.34 1.71 0.32 0.53
C -2.50 1.39 1.00 0.46
C -3.79 1.24 0.47 -0.46
C -4.87 0.88 1.27 -0.84
C -4.71 0.63 2.62 -0.42
C -3.44 0.75 3.19 -0.80
C -2.41 1.12 2.37 0.79
F -1.14 1.22 2.90 -0.48
H 0.09 5.10 -0.90 0.33
H 0.55 4.09 0.49 0.27
H -0.96 5.00 0.52 0.30
H -0.28 3.17 -3.14 0.53
H -0.77 1.50 -2.81 0.19
H 0.75 2.11 -2.16 0.06
H -2.68 4.61 -1.92 0.36
H -3.54 3.84 -0.59 0.39
H -3.37 3.00 -2.14 0.31
H -3.93 1.37 -0.60 0.35
H -5.85 0.77 0.81 0.37
H -5.55 0.34 3.24 0.37
H -3.25 0.55 4.23 0.46
O -0.41 -3.39 1.17 -0.75
C -0.40 -2.28 0.58 -0.11
O -0.82 -1.21 1.09 -0.59
C 0.22 -2.27 -0.80 0.59
C 0.20 -3.43 -1.53 -0.21
C 0.82 -3.49 -2.78 -0.87
C 1.54 -2.43 -3.27 -0.39
C 1.63 -1.27 -2.52 -0.92
C 0.90 -1.09 -1.29 0.63
O 0.85 0.02 -0.71 0.65
N 2.50 -0.23 -3.03 0.93
O 2.72 -0.20 -4.23 -0.67
O 2.92 0.62 -2.26 -0.53
N 0.75 -4.71 -3.56 1.04
O 1.32 -4.75 -4.64 -0.66
O 0.11 -5.65 -3.11 -0.65
H -0.30 -4.29 -1.13 0.64
H 2.06 -2.50 -4.21 0.65
```

The energy above the lowest of the compared OMol25 structures with the same formula, charge and spin is 1.1 kcal per mole. Its spin multiplicity is 2. Its total charge is -1. Its total energy is -94574.3665 eV. Its HOMO-LUMO gap (spin up / spin down) is 6.24 / 6.44 eV.

***

[2]
C37H45Cl2CuO6PSSb | wB97M-V/def2-TZVPD

Geometry as XYZ:
```
94
Properties=species:S:1:pos:R:3:mulliken_charge:R:1
Cu 0.16 -0.96 -0.27 0.24
O -1.78 2.13 1.30 -0.58
S -1.57 0.80 0.79 1.81
O -0.92 -0.12 1.72 -0.70
O -0.95 0.76 -0.55 -0.66
C -3.19 0.09 0.51 0.13
C -4.29 0.93 0.53 -0.53
C -5.56 0.40 0.34 -0.75
C -5.72 -0.97 0.15 -0.81
C -4.61 -1.79 0.12 -0.28
C -3.33 -1.28 0.29 -0.79
P -1.86 -2.37 0.07 1.76
C -1.87 -3.44 1.54 0.38
C -0.93 -4.47 1.59 -0.41
C -0.83 -5.28 2.71 -0.79
C -1.65 -5.05 3.80 -0.55
C -2.56 -4.01 3.78 -0.70
C -2.67 -3.20 2.65 -0.67
C -2.43 -3.42 -1.30 0.41
C -2.57 -2.79 -2.53 -0.50
C -2.92 -3.52 -3.66 -0.64
C -3.12 -4.89 -3.57 -0.54
C -2.97 -5.53 -2.34 -0.63
C -2.63 -4.80 -1.21 -0.34
H -4.14 1.98 0.70 0.50
H -6.42 1.06 0.35 0.41
H -6.71 -1.38 0.02 0.40
H -4.74 -2.86 -0.06 0.48
H -0.25 -4.62 0.75 0.56
H -0.10 -6.08 2.73 0.41
H -1.57 -5.68 4.68 0.37
H -3.19 -3.81 4.64 0.40
H -3.38 -2.38 2.64 0.38
H -2.38 -1.73 -2.61 0.37
H -3.02 -3.01 -4.61 0.41
H -3.36 -5.46 -4.45 0.37
H -3.12 -6.60 -2.27 0.42
H -2.53 -5.30 -0.26 0.43
C 2.80 5.07 -1.58 -1.40
C 2.19 5.41 -0.22 0.45
C 2.05 6.92 -0.09 -1.50
Sb 0.53 4.00 0.13 0.29
C -1.31 5.12 -0.29 0.38
C -1.16 6.57 -0.75 -1.44
C -2.11 4.33 -1.32 -1.25
C 0.42 4.24 2.29 0.51
C 0.58 5.66 2.82 -1.46
C 1.42 3.29 2.95 -1.23
H 3.75 5.59 -1.73 0.40
H 2.13 5.38 -2.39 0.31
H 2.97 4.00 -1.69 0.23
H 2.89 5.06 0.55 0.22
H 1.53 7.34 -0.95 0.33
H 3.04 7.39 -0.05 0.38
H 1.50 7.23 0.81 0.27
H -1.84 5.10 0.66 0.36
H -0.54 6.64 -1.65 0.23
H -0.70 7.20 0.01 0.27
H -2.14 6.99 -1.00 0.44
H -1.60 4.31 -2.29 0.33
H -3.10 4.78 -1.48 0.44
H -2.25 3.29 -1.01 0.15
H -0.59 3.89 2.51 0.29
H 1.60 6.03 2.66 0.27
H 0.39 5.70 3.90 0.47
H -0.10 6.36 2.33 0.29
H 2.44 3.49 2.62 0.27
H 1.19 2.25 2.72 0.19
H 1.40 3.40 4.04 0.40
C 4.75 -2.68 -2.77 -1.71
C 4.70 -2.91 -1.28 1.29
C 5.56 -2.19 -0.45 -0.79
C 5.56 -2.39 0.91 0.29
Cl 6.66 -1.49 1.91 -0.27
C 4.70 -3.31 1.50 -0.75
C 3.83 -4.01 0.68 -0.27
C 3.82 -3.82 -0.69 0.24
O 2.96 -4.61 -1.42 -0.58
C 1.99 -3.97 -2.24 -1.29
C 1.22 -2.81 -1.60 1.70
O 0.54 -2.10 -2.36 -0.75
O 1.31 -2.66 -0.34 -0.98
H 5.73 -2.30 -3.06 0.52
H 4.01 -1.95 -3.08 0.28
H 4.57 -3.61 -3.32 0.35
H 6.24 -1.47 -0.89 0.38
H 4.70 -3.45 2.57 0.41
H 3.11 -4.70 1.10 0.41
H 1.26 -4.74 -2.50 0.42
H 2.42 -3.59 -3.17 0.30
Cl 2.39 0.95 -1.56 -0.36
C 1.88 0.11 -0.06 0.69
H 1.70 0.89 0.69 -0.42
H 2.69 -0.55 0.23 0.23
```

The energy above the lowest of the compared OMol25 structures with the same formula, charge and spin is 0.0 kcal per mole. Its spin multiplicity is 2. Its total charge is -1. Its total energy is -147732.5945 eV. Its HOMO-LUMO gap (spin up / spin down) is 7.04 / 7.49 eV.

***

[3]
C4H8N2S | wB97M-V/def2-TZVPD

Geometry as XYZ:
```
15
Properties=species:S:1:pos:R:3:mulliken_charge:R:1
H 1.78 -0.86 -0.52 0.28
N 1.07 -0.88 0.20 -0.65
C 0.16 -0.03 0.06 0.48
N -0.08 0.92 -0.92 -0.20
C 0.49 0.89 -2.21 0.02
C 1.03 -0.12 -2.88 -0.96
S -1.12 0.14 1.32 -0.16
C -0.39 -0.90 2.60 -0.80
H -0.65 1.70 -0.67 0.23
H 0.46 1.87 -2.66 0.30
H 0.93 -1.07 -2.40 0.33
H 1.45 -0.05 -3.85 0.26
H -0.32 -1.94 2.31 0.26
H -1.02 -0.76 3.46 0.34
H 0.60 -0.47 2.81 0.26
```

The energy above the lowest of the compared OMol25 structures with the same formula, charge and spin is 32.2 kcal per mole. Its total charge is 0. Its total energy is -18092.3470 eV. Its HOMO-LUMO gap is 9.58 eV. Its SMILES is [H]/N=C(\NC=C)SC.

***

[4]
C14H26Cl6O4 | wB97M-V/def2-TZVPD

Geometry as XYZ:
```
50
Properties=species:S:1:pos:R:3:mulliken_charge:R:1
C -2.38 -1.49 1.49 0.56
Cl -0.86 -1.51 2.40 -0.15
Cl -3.65 -1.63 2.74 -0.20
Cl -2.41 -2.77 0.24 -0.30
H -2.55 -0.54 1.00 0.12
C 2.00 -3.07 -0.58 0.81
Cl 3.02 -4.36 0.23 -0.17
Cl 1.76 -3.46 -2.31 -0.14
Cl 2.73 -1.48 -0.39 -0.21
H 0.98 -3.00 -0.18 -0.13
C 3.77 2.70 1.63 -1.42
C 2.42 2.62 0.89 1.14
O 1.45 1.97 1.32 -0.58
C 2.24 3.50 -0.37 -1.29
H 4.29 1.80 1.97 0.33
H 3.61 3.41 2.45 0.35
H 4.50 3.15 0.96 0.42
H 2.77 3.01 -1.19 0.33
H 2.68 4.48 -0.20 0.48
H 1.20 3.65 -0.66 0.27
C -3.15 3.66 1.17 -1.10
C -1.94 3.57 2.13 0.52
O -2.02 4.00 3.29 -0.61
C -0.67 2.98 1.52 -0.42
H -2.90 4.39 0.40 0.32
H -4.05 3.96 1.72 0.36
H -3.31 2.66 0.77 0.24
H -0.50 3.43 0.54 0.18
H -0.74 1.90 1.41 0.19
H 0.25 3.09 2.09 0.34
C 0.00 -1.16 -0.80 0.72
C -0.32 0.14 -0.21 0.54
O -1.40 0.34 0.35 -0.75
C 0.73 1.26 -0.35 0.69
H -0.82 -1.87 -0.64 -0.60
H 0.86 -1.60 -0.30 -0.32
H 0.17 -0.87 -1.84 0.33
H 1.71 0.90 -0.03 -0.04
H 0.37 1.96 0.40 -1.22
H 0.80 1.68 -1.35 0.37
C -0.25 -5.08 -1.81 -1.51
C -0.92 -3.71 -1.72 0.91
O -0.55 -2.83 -0.93 -0.19
C -1.93 -3.48 -2.80 -1.41
H 0.49 -5.17 -1.01 0.30
H 0.19 -5.10 -2.80 0.42
H -0.86 -5.92 -1.46 0.41
H -1.70 -3.86 -3.80 0.37
H -2.19 -2.43 -2.84 0.34
H -2.92 -3.82 -2.52 0.39
```

Its total charge is 0. Its total energy is -98247.3903 eV. Its HOMO-LUMO gap is 6.89 eV.

***

[5]
C26H46O2P2V | wB97M-V/def2-TZVPD

Geometry as XYZ:
```
77
Properties=species:S:1:pos:R:3:mulliken_charge:R:1
V 1.63 1.47 -1.43 -1.20
C 1.10 1.71 0.78 -0.63
C 0.36 2.57 -0.14 -0.16
C -0.89 0.65 0.25 0.75
C 0.31 0.54 0.98 1.80
C -0.85 1.84 -0.52 1.64
C 2.28 2.09 1.62 -0.74
H 2.82 2.90 1.14 0.27
H 3.00 1.27 1.80 0.29
H 1.94 2.45 2.60 0.40
C 0.56 -0.41 2.09 -1.57
H 1.59 -0.76 2.02 0.30
H -0.08 -1.31 2.04 0.43
H 0.41 0.04 3.08 0.34
C -2.11 -0.13 0.60 -1.93
H -2.20 -0.18 1.70 0.41
H -2.07 -1.17 0.25 0.20
H -3.01 0.35 0.19 0.47
C -2.04 2.51 -1.10 -2.03
H -2.69 2.93 -0.31 0.38
H -2.68 1.82 -1.68 0.34
H -1.77 3.35 -1.77 0.33
C 0.64 4.02 -0.33 -1.74
H 0.13 4.63 0.43 0.42
H 0.28 4.37 -1.30 0.27
H 1.71 4.24 -0.22 0.33
C 4.63 1.57 -3.22 -0.25
C 4.57 2.52 -2.26 -0.47
C 3.94 3.84 -2.34 -0.85
C 2.50 3.90 -2.94 -1.90
C 1.62 2.69 -2.85 -0.54
C 1.90 1.47 -3.62 2.23
C 2.69 1.69 -4.91 -1.71
C 4.21 1.63 -4.67 -0.88
H 4.55 4.53 -2.96 0.44
H 2.52 4.21 -3.99 0.60
H 3.94 4.26 -1.32 0.34
H 4.67 2.48 -5.20 0.34
H 5.25 0.68 -3.03 0.81
H 5.26 2.47 -1.41 0.38
H 4.61 0.70 -5.13 0.35
H 2.40 0.90 -5.62 0.40
H 1.16 0.65 -3.83 -1.36
H 2.46 2.68 -5.33 0.40
H 1.98 4.68 -2.38 0.36
H 0.53 2.85 -2.61 1.14
P 2.76 -1.52 -1.68 1.19
P -0.54 -0.67 -2.96 2.13
C 2.02 -1.99 -3.28 -1.08
C 0.55 -1.81 -3.85 -1.55
H 2.24 -3.08 -3.36 0.74
H 2.68 -1.44 -3.97 0.56
H 0.63 -1.38 -4.87 0.54
H 0.04 -2.79 -4.00 0.58
C -1.86 -1.80 -2.38 -1.40
H -2.56 -1.20 -1.78 0.45
H -1.42 -2.63 -1.80 -0.28
H -2.37 -2.18 -3.28 0.53
C -1.55 0.24 -4.18 -1.40
H -1.47 -0.24 -5.16 0.48
H -1.22 1.27 -4.26 0.31
H -2.60 0.24 -3.86 0.48
C 4.32 -2.41 -1.49 -1.49
H 4.97 -1.88 -0.78 0.43
H 4.76 -2.43 -2.49 0.47
H 4.13 -3.42 -1.10 0.54
C 3.37 -0.02 -0.87 -0.73
H 2.79 0.84 -0.39 -0.90
H 4.13 0.40 -1.52 0.83
H 3.93 -0.36 0.01 0.67
C 0.00 -3.74 -0.15 -0.94
O 0.68 -2.75 -0.94 0.06
C 1.85 -2.37 -0.34 0.14
O 2.17 -2.68 0.80 -0.56
H -0.39 -3.27 0.78 0.27
H 0.65 -4.62 0.06 0.34
H -0.84 -4.08 -0.75 0.38
```

The energy above the lowest of the compared OMol25 structures with the same formula, charge and spin is 67.9 kcal per mole. Its spin multiplicity is 3. Its total charge is +1. Its total energy is -76055.1172 eV. Its HOMO-LUMO gap (spin up / spin down) is 6.00 / 5.86 eV.

***

[6]
C27H22Cl6F40O5 | wB97M-V/def2-TZVPD

Geometry as XYZ:
```
100
Properties=species:S:1:pos:R:3:mulliken_charge:R:1
C -4.54 3.18 -2.80 -1.16
C -3.54 2.89 -3.96 1.05
C -4.19 2.19 -5.15 0.25
F -4.67 0.95 -4.79 -0.25
F -5.19 2.96 -5.62 -0.30
F -3.06 4.07 -4.23 -0.32
F -2.56 2.15 -3.44 -0.23
O -3.78 3.69 -1.67 -0.34
C -4.16 3.35 -0.31 0.78
C -3.11 3.90 0.68 0.23
F -3.45 3.71 1.93 -0.25
F -1.93 3.39 0.56 -0.15
F -5.26 4.01 -0.16 -0.31
F -4.39 2.04 -0.26 -0.16
H -4.98 2.26 -2.42 0.46
H -5.40 3.79 -3.06 0.37
H -3.38 2.06 -5.87 0.22
H -3.03 4.96 0.44 0.10
C 2.70 -0.23 -4.89 -1.14
C 2.40 -1.75 -4.81 0.97
C 2.23 -2.45 -6.15 0.20
F 3.18 -2.12 -7.04 -0.30
F 2.24 -3.78 -5.99 -0.28
F 3.38 -2.25 -4.03 -0.30
F 1.26 -1.90 -4.07 -0.21
O 1.91 0.51 -5.85 -0.46
C 0.63 0.93 -5.45 0.97
C 0.12 1.89 -6.57 -0.03
F -0.08 1.26 -7.75 -0.28
F -1.00 2.61 -6.26 -0.19
F -0.28 -0.02 -5.23 -0.21
F 0.79 1.66 -4.38 -0.18
H 3.71 -0.18 -5.28 0.42
H 2.59 0.24 -3.91 0.60
H 1.24 -2.08 -6.44 0.24
H 0.88 2.64 -6.75 0.22
C 6.23 1.57 1.27 -1.37
C 4.91 1.15 0.62 1.39
C 5.15 1.23 -0.87 -0.17
F 4.13 0.62 -1.53 -0.07
F 5.34 2.36 -1.56 -0.34
F 4.62 -0.08 0.94 -0.11
F 3.90 1.93 0.90 -0.23
O 6.13 1.47 2.71 -0.37
C 6.90 0.47 3.34 0.97
C 6.52 0.41 4.83 0.46
F 6.94 -0.67 5.50 -0.27
F 6.89 1.42 5.57 -0.27
F 6.64 -0.71 2.77 -0.26
F 8.22 0.72 3.14 -0.29
H 6.47 2.60 1.02 0.41
H 6.99 0.88 0.88 0.46
H 5.99 0.62 -1.19 0.23
H 5.44 0.45 4.95 -0.13
C 1.28 -3.70 -0.93 -0.04
C -0.22 -4.07 -0.78 1.02
C -0.45 -5.57 -0.58 0.00
F -1.76 -5.94 -0.75 -0.31
F 0.34 -6.45 -1.16 -0.26
F -0.85 -3.42 0.15 -0.30
F -0.90 -3.79 -1.93 -0.31
O 2.03 -4.12 0.25 -0.52
C 3.19 -3.30 0.64 0.99
C 3.99 -4.07 1.68 0.08
F 4.48 -5.18 1.15 -0.26
F 5.00 -3.36 2.24 -0.18
F 3.90 -3.02 -0.48 -0.25
F 2.74 -2.16 1.11 -0.22
H 1.39 -2.63 -1.04 -0.14
H 1.75 -4.20 -1.78 0.27
H -0.38 -5.83 0.48 0.17
H 3.35 -4.37 2.51 0.20
C -4.97 0.11 5.10 -1.07
C -5.10 -0.26 3.62 1.00
C -3.66 -0.14 3.03 0.25
F -3.12 1.01 3.27 -0.22
F -2.84 -1.10 3.51 -0.31
F -5.67 -1.49 3.51 -0.32
F -5.86 0.56 2.86 -0.28
O -6.21 0.17 5.78 -0.39
C -6.12 0.10 7.14 1.01
C -7.41 0.60 7.85 0.16
F -8.48 -0.11 7.55 -0.24
F -7.30 0.70 9.18 -0.27
F -5.95 -1.11 7.53 -0.27
F -5.09 0.88 7.59 -0.30
H -4.60 1.12 5.22 0.30
H -4.29 -0.60 5.58 0.45
H -3.78 -0.25 1.96 0.25
H -7.59 1.60 7.46 0.22
C 1.31 0.75 2.94 0.85
Cl 0.17 0.10 4.09 -0.14
Cl 2.86 1.08 3.79 -0.19
Cl 0.85 2.25 2.11 -0.10
H 1.48 0.03 2.15 -0.56
C -0.41 0.53 -1.20 0.20
Cl 1.28 0.15 -0.74 -0.52
Cl -1.58 0.46 0.13 -0.17
Cl -1.04 -0.53 -2.46 -0.40
H -0.45 1.54 -1.60 0.07
```

Its spin multiplicity is 2. Its total charge is -1. Its total energy is -222424.7156 eV. Its HOMO-LUMO gap (spin up / spin down) is 2.23 / 8.67 eV.

***

[7]
C4H7N2 | wB97M-V/def2-TZVPD

Geometry as XYZ:
```
13
Properties=species:S:1:pos:R:3:mulliken_charge:R:1
C -0.78 1.30 0.66 -0.46
C -1.17 -0.04 0.23 -0.26
C 1.34 -0.39 0.14 -0.30
C 0.96 0.82 -0.53 0.05
N 0.30 1.83 0.22 -0.27
N 0.03 -0.50 -0.59 -0.19
H -1.45 1.76 1.32 0.49
H -1.43 -0.80 0.94 0.34
H -2.05 0.24 -0.57 0.30
H 2.26 -1.05 -0.19 0.32
H 1.13 -0.36 1.22 0.28
H 1.57 0.97 -1.39 0.38
H -0.29 -0.98 -1.43 0.32
```

The energy above the lowest of the compared OMol25 structures with the same formula, charge and spin is 73.3 kcal per mole. Its spin multiplicity is 3. Its total charge is +1. Its total energy is -7227.5522 eV. Its HOMO-LUMO gap (spin up / spin down) is 7.88 / 7.74 eV.

***

[8]
C4H8OS | wB97M-V/def2-TZVPD

Geometry as XYZ:
```
14
Properties=species:S:1:pos:R:3:mulliken_charge:R:1
C -3.11 0.00 0.06 -0.63
C -1.84 0.34 0.03 -0.04
S -0.59 -0.83 -0.30 -0.17
C 0.92 0.14 0.23 0.38
C 2.13 -0.78 -0.06 -1.73
O 1.09 1.36 -0.42 -0.47
H -3.82 0.68 0.39 0.28
H -3.34 -0.95 -0.39 0.20
H -1.53 1.46 0.11 0.23
H 0.84 0.35 1.36 0.25
H 2.21 -1.21 -0.94 0.53
H 2.11 -1.59 0.70 0.37
H 3.02 -0.26 0.05 0.53
H 1.92 1.30 -0.82 0.26
```

The energy above the lowest of the compared OMol25 structures with the same formula, charge and spin is 43.1 kcal per mole. Its total charge is 0. Its total energy is -17158.5818 eV. Its HOMO-LUMO gap is 9.18 eV. Its SMILES is C=CS[C@@H](C)O.

***

What did the seventh record say?
C4H7N2 | wB97M-V/def2-TZVPD

Geometry as XYZ:
```
13
Properties=species:S:1:pos:R:3:mulliken_charge:R:1
C -0.78 1.30 0.66 -0.46
C -1.17 -0.04 0.23 -0.26
C 1.34 -0.39 0.14 -0.30
C 0.96 0.82 -0.53 0.05
N 0.30 1.83 0.22 -0.27
N 0.03 -0.50 -0.59 -0.19
H -1.45 1.76 1.32 0.49
H -1.43 -0.80 0.94 0.34
H -2.05 0.24 -0.57 0.30
H 2.26 -1.05 -0.19 0.32
H 1.13 -0.36 1.22 0.28
H 1.57 0.97 -1.39 0.38
H -0.29 -0.98 -1.43 0.32
```

The energy above the lowest of the compared OMol25 structures with the same formula, charge and spin is 73.3 kcal per mole. Its spin multiplicity is 3. Its total charge is +1. Its total energy is -7227.5522 eV. Its HOMO-LUMO gap (spin up / spin down) is 7.88 / 7.74 eV.

***

What did the third record say?
C4H8N2S | wB97M-V/def2-TZVPD

Geometry as XYZ:
```
15
Properties=species:S:1:pos:R:3:mulliken_charge:R:1
H 1.78 -0.86 -0.52 0.28
N 1.07 -0.88 0.20 -0.65
C 0.16 -0.03 0.06 0.48
N -0.08 0.92 -0.92 -0.20
C 0.49 0.89 -2.21 0.02
C 1.03 -0.12 -2.88 -0.96
S -1.12 0.14 1.32 -0.16
C -0.39 -0.90 2.60 -0.80
H -0.65 1.70 -0.67 0.23
H 0.46 1.87 -2.66 0.30
H 0.93 -1.07 -2.40 0.33
H 1.45 -0.05 -3.85 0.26
H -0.32 -1.94 2.31 0.26
H -1.02 -0.76 3.46 0.34
H 0.60 -0.47 2.81 0.26
```

The energy above the lowest of the compared OMol25 structures with the same formula, charge and spin is 32.2 kcal per mole. Its total charge is 0. Its total energy is -18092.3470 eV. Its HOMO-LUMO gap is 9.58 eV. Its SMILES is [H]/N=C(\NC=C)SC.